# 1
The following is a DFT calculation (the ωB97M-V functional and the def2-TZVPD basis) of one molecule with the formula C5H11FN2 at a distorted geometry.

```
19
Properties=species:S:1:pos:R:3:lowdin_charge:R:1
C -0.49619 0.05209 1.18321 -0.328
C -0.34803 -1.51422 0.70754 -0.105
C 0.61168 -0.88656 -0.33825 -0.415
C 0.06422 0.48098 -0.18283 -0.296
C 0.99662 1.72848 -0.54421 -0.100
H -2.14446 1.64381 1.16807 0.126
H -2.10344 0.25922 2.39925 0.100
H 0.39773 0.19228 1.94374 0.162
H -1.15412 -2.10698 0.02992 0.151
H 0.26326 -2.24721 1.28313 0.086
H 1.61522 -1.12883 0.32370 0.181
H 0.46615 -0.30116 -2.20671 0.064
H 0.83973 -2.01362 -2.31208 0.096
H -0.83893 0.52065 -0.71032 0.118
H 0.38054 2.62258 -0.32018 0.122
H 1.92408 1.65225 -0.06559 0.096
N -1.91198 0.56029 1.36448 -0.014
N 0.30228 -1.25302 -1.78185 0.031
F 1.13564 1.73897 -1.94101 -0.074
```

Computed properties:
- ΔE to the lowest compared entry with this formula, charge and spin (kcal per mole) = 83.09
- structure (SMILES) = N[C@@H]1C[C@H](N)[C@H]1CF
- gap between HOMO and LUMO (eV) = 9.79
- HOMO (eV) = -8.82
- largest force on an atom (hartree/bohr) = 0.085
- calculated total energy (eV) = -11057.371

=====

# 2
The following is a DFT calculation (the ωB97M-V functional and the def2-TZVPD basis) of a 2-piece molecular cluster, C5H11FSi overall at a distorted geometry.

```
18
Properties=species:S:1:pos:R:3:lowdin_charge:R:1
C -0.41068 -1.89227 1.01572 -0.362
C -0.01572 -1.52146 -0.15895 -0.029
C -0.54679 -3.24034 1.57128 -0.144
C -1.36700 2.19644 -0.63564 -0.213
C 1.95828 2.06332 -1.42769 -0.225
F 0.51243 1.48276 1.11656 -0.196
Si 0.37127 1.59378 -0.48912 0.671
H -0.76881 -1.10386 1.62812 0.057
H 0.37752 -2.19186 -0.91291 -0.005
H -1.26475 -3.22520 2.40569 0.070
H 0.36788 -3.70435 1.98416 0.073
H -0.78003 -4.03037 0.83334 0.076
H -1.79615 2.41167 -1.64213 0.042
H -2.17422 1.67534 -0.20794 0.009
H -1.39896 3.15404 -0.02263 0.054
H 1.71878 1.87680 -2.48926 0.013
H 2.37794 3.12608 -1.25789 0.054
H 2.83901 1.32948 -1.31071 0.058
```

Computed properties:
- ΔE to the lowest compared entry with this formula, charge and spin (kcal per mole) = 78.73
- gap between HOMO and LUMO (spin up / spin down) (eV) = 7.85 / 7.14
- HOMO (spin up / spin down) (eV) = -7.63 / -6.92
- largest force on an atom (hartree/bohr) = 0.075
- calculated total energy (eV) = -15955.707

=====

# 3
The following is a DFT calculation (the ωB97M-V functional and the def2-TZVPD basis) of C5H11GdO4 as an isolated structure at a distorted geometry.

```
21
Properties=species:S:1:pos:R:3:mulliken_spin:R:1
O 0.43349 1.84804 1.98528 1.224
Gd 0.05921 1.75316 -0.21888 6.657
O 1.80814 1.62587 -0.94268 0.060
C 2.75444 0.83190 -0.31413 0.004
C 2.15688 -0.39995 0.36552 -0.001
O 0.76107 -0.43716 0.17181 0.034
C -0.03431 -1.51372 -0.26553 -0.014
C -1.45253 -1.07434 0.00459 0.012
O -1.63233 0.25843 -0.46412 0.017
C -2.95202 0.74820 -0.25313 -0.004
H 3.27681 1.41247 0.47945 0.002
H 3.55465 0.47506 -0.99311 0.003
H 2.08903 -0.03141 1.72735 -0.001
H 2.47413 -1.24407 -0.26783 0.001
H 0.19545 -2.42675 0.30209 -0.004
H 0.17613 -1.67150 -1.33337 0.000
H -1.61952 -1.05643 1.09433 0.004
H -2.16711 -1.74513 -0.49309 -0.001
H -2.99162 1.79955 -0.55693 0.008
H -3.66791 0.15517 -0.83928 -0.001
H -3.22209 0.69261 0.81166 0.001
```

Computed properties:
- charge = +1
- ΔE to the lowest compared entry with this formula, charge and spin (kcal per mole) = 0.00
- gap between HOMO and LUMO (spin up / spin down) (eV) = 9.66 / 7.87
- 2S+1 = 9
- HOMO (spin up / spin down) (eV) = -13.56 / -13.59
- largest force on an atom (hartree/bohr) = 0.092
- calculated total energy (eV) = -34376.753

=====

# 4
The following is a DFT calculation (the ωB97M-V functional and the def2-TZVPD basis) of an isolated ion of composition C5H11IN and charge +1 at a distorted geometry.

```
18
Properties=species:S:1:pos:R:3:lowdin_charge:R:1
C 0.54756 -0.67714 0.67435 -0.160
C 0.45854 0.82271 1.05166 -0.028
C 0.44298 0.30827 -0.40634 -0.527
C -0.83596 -1.16957 -1.56847 -0.060
C 3.92755 0.76585 -1.33442 -0.446
N -0.70997 0.29024 -1.23252 -0.018
I 2.25508 -0.16946 -2.14485 1.269
H 1.34300 -1.35114 0.91602 0.106
H -0.40497 -1.21081 1.00512 0.127
H -0.46159 1.14383 1.42204 0.076
H 1.24216 1.44427 1.51563 0.117
H -1.50372 -1.22600 -2.50814 0.138
H 0.20751 -1.43508 -1.91014 -0.013
H -1.14219 -1.78840 -0.68048 0.113
H 4.28728 1.24266 -2.28153 -0.054
H 4.62482 -0.04851 -0.86547 0.011
H -1.61252 0.58737 -0.82220 0.199
H -0.68745 0.78058 -2.11127 0.151
```

Computed properties:
- charge = +1
- ΔE to the lowest compared entry with this formula, charge and spin (kcal per mole) = 152.96
- gap between HOMO and LUMO (spin up / spin down) (eV) = 8.26 / 6.89
- HOMO (spin up / spin down) (eV) = -12.88 / -11.66
- largest force on an atom (hartree/bohr) = 0.068
- calculated total energy (eV) = -14940.648

=====

# 5
The following is a DFT calculation (the ωB97M-V functional and the def2-TZVPD basis) of C5H11MoNP as an isolated structure at a distorted geometry.

```
19
Properties=species:S:1:pos:R:3:mulliken_spin:R:1
C 1.29500 -0.08829 -1.13391 -0.062
C 0.19776 0.24395 -1.96934 -0.040
C -0.77506 -0.80823 -1.82700 0.002
C -0.22942 -1.88922 -1.03462 0.118
C 1.07604 -1.41055 -0.46965 -0.033
Mo -0.42188 0.04993 0.07571 1.928
P 0.06113 2.31795 0.65159 -0.007
H 2.17033 0.54492 -1.17848 0.007
H 0.15431 1.16515 -2.55191 0.007
H -1.60433 -0.90816 -2.56824 0.013
H 1.79805 -2.07510 0.05900 0.007
H -0.79184 -2.77619 -0.77867 0.036
H -1.11942 2.37748 1.36592 0.016
H -0.02431 3.59156 0.06126 -0.002
H 1.08439 2.53131 1.58614 -0.002
N -0.79072 -0.62679 2.16407 0.004
H 0.24320 -0.66814 2.34657 -0.009
H -1.14213 -1.56800 2.33737 0.009
H -1.18109 -0.00358 2.86418 0.008
```

Computed properties:
- charge = +1
- ΔE to the lowest compared entry with this formula, charge and spin (kcal per mole) = 0.00
- gap between HOMO and LUMO (spin up / spin down) (eV) = 7.84 / 7.06
- 2S+1 = 3
- HOMO (spin up / spin down) (eV) = -11.74 / -11.28
- largest force on an atom (hartree/bohr) = 0.057
- calculated total energy (eV) = -17988.793

=====

# 6
The following is a DFT calculation (the ωB97M-V functional and the def2-TZVPD basis) of C5H11N as an isolated structure at a distorted geometry.

```
17
Properties=species:S:1:pos:R:3:mulliken_spin:R:1
C -2.93561 -0.01814 -0.83977 -0.008
N -2.18741 -0.97332 -0.03011 0.029
C -0.52693 -0.33700 -0.42076 -0.166
C 2.84665 0.68916 1.13918 -0.038
C 1.81870 0.09363 0.21722 0.513
C 0.54631 -0.31939 0.58956 0.476
H -3.95414 -0.42297 -0.88275 0.000
H -2.55335 0.07245 -1.86762 0.008
H -2.95153 0.93764 -0.29298 0.010
H -1.20874 -1.45509 -0.35647 -0.006
H -0.06260 -0.73753 -1.37417 0.064
H -0.78884 0.68074 -0.76179 0.041
H 2.86753 0.06606 2.08674 0.048
H 2.82548 1.80192 1.33747 0.022
H 3.84986 0.50388 0.68435 -0.035
H 2.05184 0.00898 -0.86321 0.015
H 0.36279 -0.59103 1.63512 0.027
```

Computed properties:
- charge = -1
- ΔE to the lowest compared entry with this formula, charge and spin (kcal per mole) = 109.72
- gap between HOMO and LUMO (spin up / spin down) (eV) = 3.36 / 6.96
- 2S+1 = 2
- HOMO (spin up / spin down) (eV) = 0.86 / -2.79
- largest force on an atom (hartree/bohr) = 0.063
- calculated total energy (eV) = -6847.060

=====

# 7
The following is a DFT calculation (the ωB97M-V functional and the def2-TZVPD basis) of one molecule with the formula C5H11N at a distorted geometry.

```
17
Properties=species:S:1:pos:R:3:lowdin_charge:R:1
C -2.52266 -0.21847 -0.35873 -0.130
C -1.24807 0.15093 0.39917 -0.278
C -0.11009 -0.73240 -0.11994 -0.238
N 1.42198 0.96660 0.21275 -0.035
C 1.30623 -0.48113 0.36868 -0.255
C 2.61363 1.31992 0.03101 -0.066
H -2.37646 -0.07228 -1.43737 0.073
H -3.37927 0.38970 -0.05455 0.066
H -2.77719 -1.27352 -0.20507 0.069
H -1.01773 1.20932 0.22548 0.095
H -1.39072 0.03987 1.48156 0.107
H -0.04404 -0.51810 -1.19705 0.113
H -0.34196 -1.79028 0.00325 0.109
H 1.66682 -0.92444 1.31140 0.119
H 1.95010 -0.92010 -0.41099 0.106
H 3.45676 0.76249 0.45182 0.078
H 2.79269 2.09190 -0.70141 0.068
```

Computed properties:
- ΔE to the lowest compared entry with this formula, charge and spin (kcal per mole) = 40.49
- structure (SMILES) = C=NCCCC
- gap between HOMO and LUMO (eV) = 10.47
- HOMO (eV) = -9.39
- largest force on an atom (hartree/bohr) = 0.026
- calculated total energy (eV) = -6851.773